Here is a single C4H7NO2 molecule from the Open Molecules 2025 dataset. Energies are from the ωB97M-V functional and the def2-TZVPD basis.

Calculated values
- HOMO level: -10.276 eV
- E_tot: -9846.7443 eV
- Relative energy (zero: lowest compared OMol25 entry of this formula, charge and spin): 0.535 eV
- HOMO-LUMO gap: 11.09 eV
- SMILES: CC(=O)N(C)C=O
- Maximum force: 0.8 eV/A

ORCA input file:
```
! RIJCOSX wB97M-V def2-TZVPD def2/J DEFGRID3
* xyz 0 1
C -0.279 0.113 1.873
N -0.100 -0.201 0.454
C -0.080 -1.552 0.084
O 0.604 -2.041 -0.784
C 0.036 0.899 -0.418
O -0.089 2.022 0.026
C 0.337 0.621 -1.878
H -0.772 -0.725 2.380
H 0.699 0.288 2.347
H -0.876 1.020 1.972
H -0.804 -2.160 0.668
H 1.421 0.514 -1.989
H 0.015 1.490 -2.454
H -0.112 -0.289 -2.282
*
```